# 1
8
Properties=species:S:1:pos:R:3:forces:R:3:lowdin_charge:R:1 method="wB97M-V/def2-TZVPD" total_energy_ev=-14914.009 smiles=SN1CN1 lumo_energy_ev=1.00 homo_energy_ev=-9.195 spin_multiplicity=1
S -1.804 -0.960 -0.694 -0.47 1.64 0.09 0.68
N -0.516 0.146 -0.277 -1.61 0.46 0.22 -0.60
C 0.405 -0.251 0.690 1.58 -1.81 -3.72 -0.20
N 0.785 -0.004 -0.815 0.60 0.22 0.53 -0.04
H -2.676 0.117 -0.486 0.45 -1.43 -0.41 -0.11
H 0.625 -1.311 0.858 -0.48 0.38 0.27 0.10
H 0.695 0.436 1.381 0.67 1.86 2.00 0.06
H 1.152 0.960 -1.081 -0.74 -1.32 1.02 0.11

---

# 2
8
Properties=species:S:1:pos:R:3:forces:R:3:lowdin_charge:R:1 method="wB97M-V/def2-TZVPD" total_energy_ev=-14913.224 lumo_energy_ev=0.37 homo_energy_ev=-8.252 spin_multiplicity=1
C -0.837 -0.191 -0.235 0.53 -1.39 -1.29 -0.15
N -1.962 -0.283 0.308 1.51 0.53 0.77 0.06
N 0.993 0.691 -0.385 -4.92 0.64 1.48 -0.49
S 2.033 -0.272 0.483 1.05 -0.97 -0.65 0.62
H -0.686 -1.018 -0.976 0.58 1.06 0.08 0.08
H 0.790 1.448 0.264 -0.17 0.51 -0.33 -0.03
H -2.246 0.159 1.184 0.27 0.63 -0.49 0.06
H 2.530 -0.484 -0.737 1.15 -1.03 0.43 -0.14

---

# 3
8
Properties=species:S:1:pos:R:3:forces:R:3:lowdin_charge:R:1 method="wB97M-V/def2-TZVPD" total_energy_ev=-14915.429 smiles="N/N=C/S" lumo_energy_ev=1.04 homo_energy_ev=-8.157 spin_multiplicity=1
N -1.435 -0.037 0.110 -0.83 -0.62 0.35 -0.02
N -0.199 0.472 -0.145 -0.31 -1.00 -0.06 -0.18
C 0.792 -0.322 -0.026 -0.35 0.14 0.01 -0.64
S 2.308 0.515 0.002 0.80 -0.19 0.02 0.73
H -1.475 -1.051 0.242 -0.08 0.35 -0.27 0.08
H -2.163 0.328 -0.487 0.25 0.01 0.00 0.08
H 0.758 -1.390 0.171 -0.27 -0.09 -0.06 0.07
H 1.414 1.485 0.135 0.80 1.40 0.00 -0.12

---

# 4
10
Properties=species:S:1:pos:R:3:forces:R:3:lowdin_charge:R:1 method="wB97M-V/def2-TZVPD" total_energy_ev=-36582.919 lumo_energy_ev="-1.83 / -1.84" homo_energy_ev="-8.549 / -8.547" spin_multiplicity=1
C 0.348 0.495 0.897 -0.23 1.46 2.01 -1.34
N -1.063 -0.664 -1.336 3.65 1.80 -1.19 0.08
N 0.654 -0.126 -0.224 -3.01 -1.56 -2.73 -0.55
S 1.420 1.373 1.786 0.51 0.09 -0.15 0.57
S -1.291 0.324 1.582 -0.60 -2.15 -3.11 0.74
S 1.838 0.226 -1.309 0.61 -2.34 -0.35 0.75
H -1.176 -1.479 -0.826 -0.97 -1.60 1.43 -0.04
H -1.841 -0.029 -1.495 0.05 0.16 1.21 0.01
H -1.111 1.065 2.577 0.75 1.60 2.14 -0.20
H 2.223 -1.185 -1.651 -0.77 2.55 0.74 -0.03

---

# 5
10
Properties=species:S:1:pos:R:3:forces:R:3:lowdin_charge:R:1 method="wB97M-V/def2-TZVPD" total_energy_ev=-36584.726 smiles="[NH3+][S-].S=C=NS" lumo_energy_ev=-0.17 homo_energy_ev=-7.890 spin_multiplicity=1
N -1.092 -0.129 0.048 -0.12 -1.06 -5.15 -0.21
S -1.841 -1.586 -0.876 -0.24 -0.04 0.04 0.27
H -1.630 0.569 -0.402 -0.02 1.24 -0.01 0.04
H -1.357 -0.336 0.914 -0.71 -0.53 4.69 0.00
H -0.146 -0.329 -0.306 0.50 0.71 0.80 -0.05
S 1.083 -3.378 -1.916 -0.29 -1.76 -0.91 0.78
C 1.082 -1.950 -1.399 1.94 3.16 1.65 -0.95
N 1.346 -0.879 -0.836 -0.97 -1.11 -0.80 -0.49
S 2.360 0.482 -0.807 0.38 -1.12 0.50 0.77
H 1.762 1.153 -1.756 -0.48 0.53 -0.80 -0.16

---

# 6
8
Properties=species:S:1:pos:R:3:forces:R:3:lowdin_charge:R:1 method="wB97M-V/def2-TZVPD" total_energy_ev=-11957.218 smiles=N#CN[SiH3] lumo_energy_ev=0.16 homo_energy_ev=-10.381 spin_multiplicity=1
N -0.728 1.289 2.661 -0.48 1.78 2.14 0.08
C -0.588 0.557 1.815 1.86 -5.77 -7.36 -0.22
N -0.342 -0.424 0.466 -0.64 2.36 3.98 -0.22
Si 0.379 -0.011 -1.108 0.40 0.26 0.84 0.54
H -0.237 -1.450 0.650 -0.39 1.59 0.80 0.05
H 0.256 1.490 -1.377 0.26 -1.03 0.20 -0.06
H -0.549 -0.811 -1.906 0.12 -0.02 -0.56 -0.09
H 1.809 -0.639 -1.200 -1.13 0.82 -0.03 -0.07

---

# 7
8
Properties=species:S:1:pos:R:3:forces:R:3:lowdin_charge:R:1 method="wB97M-V/def2-TZVPD" total_energy_ev=-5560.798 lumo_energy_ev="-6.03 / -6.04" homo_energy_ev="-15.131 / -15.130" total_charge=+1 spin_multiplicity=1
C 0.360 0.544 -0.456 -1.36 1.71 -0.57 0.00
N -0.920 0.088 -0.227 -1.36 -2.20 -0.18 -0.05
N -2.056 0.440 0.250 2.97 1.31 0.04 0.21
N 1.431 0.426 0.203 0.04 -0.53 0.96 0.21
H -0.898 -0.748 -0.864 -0.38 0.21 0.36 0.20
H -2.831 -0.148 -0.047 0.33 -0.54 -0.45 0.11
H 2.298 0.776 -0.201 -0.18 -0.03 -0.04 0.16
H 1.511 0.006 1.135 -0.06 0.07 -0.11 0.16

---

# 8
9
Properties=species:S:1:pos:R:3:forces:R:3:lowdin_charge:R:1 method="wB97M-V/def2-TZVPD" total_energy_ev=-7609.552 smiles="NC(=[NH2+])N=O" lumo_energy_ev="-6.41 / -6.41" homo_energy_ev="-15.508 / -15.508" total_charge=+1 spin_multiplicity=1
N 0.258 1.099 0.632 0.24 -3.50 -3.41 0.24
C -0.095 -0.113 0.043 3.14 2.29 -0.30 -0.29
N 0.570 -0.626 -1.028 -1.95 2.10 3.05 0.24
N -0.740 -1.054 0.887 -1.52 -0.83 0.73 0.07
O -1.912 -0.998 1.071 0.59 0.14 -0.20 0.16
H -0.409 1.571 1.202 -0.25 0.49 0.52 0.13
H 0.960 1.571 0.041 -0.74 0.48 1.07 0.15
H 0.152 -1.469 -1.378 0.61 -0.38 -0.77 0.14
H 1.216 0.020 -1.469 -0.12 -0.78 -0.70 0.15

---

Relative energy (zero: lowest compared OMol25 entry of this formula, charge and spin) / kJ/mol: 346.9, 422.7, 209.9, 401.5, 227.1, 205.4, 394.3, 333.5